# 1
91
Properties=species:S:1:pos:R:3:forces:R:3:lowdin_charge:R:1 method="wB97M-V/def2-TZVPD" spin_multiplicity=1 homo_lumo_gap_ev=7.081 homo_energy_ev=-5.622 total_charge=-1 lumo_energy_ev=1.46
N 0.3839 -2.4148 1.5684 -0.327 -0.289 -0.773 0.12
B -0.6209 -3.3142 0.9238 1.226 0.933 -1.630 -0.52
O -0.7250 -3.4231 -0.5219 0.477 -0.791 2.710 0.04
S -1.7304 -4.3196 2.1085 -5.031 -1.963 1.033 0.62
O -1.9384 -5.7440 1.6345 1.725 2.425 0.903 -0.40
O -3.0998 -3.6382 2.0054 3.549 -0.218 0.271 -0.40
N -1.2534 -4.1680 3.7398 1.648 -2.040 -2.670 -0.33
S -0.0663 -5.3187 4.1566 -1.159 -0.657 5.955 0.60
O -0.6382 -6.6670 4.5940 1.231 2.867 -2.602 -0.45
O 0.6436 -4.7713 5.3947 -1.111 -0.424 -3.710 -0.42
C 1.2586 -5.5349 2.8774 1.353 -1.128 -0.459 -0.23
C 0.9900 -6.7153 1.8264 -0.997 2.296 -4.399 -0.75
O 0.8413 -6.4568 0.5999 0.902 -0.954 5.068 -0.09
I 0.8156 -8.8312 2.3588 0.215 1.045 0.108 0.78
H 0.2552 -1.4264 1.3076 0.108 -0.587 0.131 0.06
H 1.3460 -2.6651 1.2643 -0.811 0.268 0.174 0.06
H -0.1555 -4.1986 -0.7380 -0.596 0.456 -0.202 0.09
H 2.2098 -5.8456 3.4547 -1.720 0.490 -0.546 0.12
H 1.5468 -4.5464 2.3603 -0.846 -1.694 0.733 0.08
C 4.2997 -2.9216 1.5925 0.192 0.544 -0.001 -0.32
O 3.5154 -3.5105 2.3137 0.097 0.244 -0.068 0.01
N 4.6710 -1.6197 1.7361 -0.021 -0.789 -0.261 -0.19
C 5.6109 -0.9849 0.8368 -0.194 0.077 0.190 -0.06
C 4.1062 -0.8440 2.8250 -0.246 -0.238 0.137 -0.04
H 4.7846 -3.4184 0.7365 0.050 0.065 -0.044 0.13
H 6.4731 -0.6349 1.4110 0.066 0.061 -0.165 0.08
H 5.1230 -0.1340 0.3544 0.151 0.004 -0.068 0.09
H 5.9514 -1.6834 0.0706 -0.086 0.003 0.107 0.08
H 4.3600 -1.3218 3.7745 -0.109 0.111 0.011 0.09
H 3.0186 -0.8231 2.7237 0.077 0.103 0.144 0.09
H 4.4952 0.1746 2.8110 -0.010 -0.134 -0.122 0.09
C -5.0918 -8.3214 2.8891 0.165 0.348 0.471 -0.34
O -5.7780 -9.2973 2.6258 -0.098 -0.029 0.230 -0.02
N -4.9633 -7.7610 4.1228 -0.091 -0.285 -0.803 -0.20
C -4.1266 -6.5985 4.3578 -0.002 -0.025 0.179 -0.05
C -5.6840 -8.3434 5.2357 -0.037 -0.173 -0.331 -0.06
H -4.5029 -7.8026 2.1164 0.048 0.074 0.119 0.14
H -3.3569 -6.8563 5.0888 0.093 0.217 -0.124 0.09
H -4.7472 -5.7874 4.7487 0.140 0.087 -0.024 0.09
H -3.6466 -6.2688 3.4352 -0.018 -0.092 0.107 0.06
H -5.3737 -9.3843 5.3591 -0.149 0.019 0.127 0.09
H -6.7558 -8.3213 5.0202 0.004 -0.110 0.160 0.08
H -5.4828 -7.7892 6.1531 0.065 0.013 -0.167 0.08
C 0.8250 1.1380 -0.1997 -0.258 0.291 -0.040 -0.34
O 1.8301 1.0013 0.4747 -0.128 0.230 0.000 0.00
N 0.0358 2.2489 -0.2220 0.353 -0.687 -0.150 -0.20
C -1.1470 2.3349 -1.0537 0.108 0.145 0.179 -0.05
C 0.3907 3.3801 0.6124 0.163 -0.153 0.102 -0.04
H 0.4659 0.3393 -0.8692 -0.070 0.012 -0.024 0.13
H -1.0356 3.1735 -1.7465 -0.186 -0.038 -0.042 0.08
H -2.0194 2.5008 -0.4168 -0.082 0.003 -0.196 0.09
H -1.2909 1.4161 -1.6245 0.082 0.046 0.110 0.08
H 1.3886 3.7294 0.3341 -0.039 0.090 0.145 0.09
H 0.4094 3.0618 1.6576 0.073 0.165 -0.025 0.10
H -0.3298 4.1896 0.4882 0.029 -0.131 -0.063 0.08
C 0.4704 6.7341 -1.0267 0.121 -0.110 -0.629 -0.37
O -0.6800 6.9113 -0.6667 0.063 -0.092 -0.141 0.00
N 0.8593 6.3993 -2.2873 -0.007 0.141 0.885 -0.19
C 2.2510 6.2056 -2.6354 -0.248 0.017 -0.123 -0.06
C -0.1505 6.2315 -3.3140 -0.408 -0.013 0.202 -0.05
H 1.3161 6.8361 -0.3267 0.103 -0.020 -0.047 0.13
H 2.5239 6.9162 -3.4198 0.142 -0.082 0.022 0.09
H 2.3881 5.1851 -3.0025 0.191 0.062 -0.013 0.09
H 2.8962 6.3635 -1.7694 -0.125 -0.012 -0.033 0.08
H -0.7057 7.1632 -3.4227 0.028 -0.207 -0.094 0.06
H -0.8438 5.4431 -3.0083 0.001 -0.003 -0.132 0.08
H 0.3111 5.9656 -4.2656 0.058 0.042 0.158 0.09
C 0.8935 -3.8414 -3.9733 -0.275 0.194 -0.064 -0.34
O 1.4619 -3.4025 -2.9931 -0.138 0.103 -0.197 0.02
N -0.1300 -3.2247 -4.6298 0.503 -0.471 0.095 -0.20
C -0.7605 -3.8102 -5.7940 -0.031 0.241 0.204 -0.07
C -0.6017 -1.9417 -4.1455 0.171 -0.036 0.311 -0.05
H 1.1741 -4.8088 -4.4207 -0.078 -0.025 -0.081 0.13
H -0.6463 -3.1294 -6.6420 -0.108 -0.142 -0.106 0.08
H -1.8231 -3.9603 -5.5864 0.010 -0.078 -0.193 0.09
H -0.3061 -4.7705 -6.0430 0.001 0.101 0.097 0.08
H 0.2245 -1.2262 -4.1634 -0.124 0.073 0.059 0.09
H -0.9460 -2.0531 -3.1140 0.008 0.138 -0.036 0.09
H -1.4188 -1.5747 -4.7678 0.096 -0.135 -0.004 0.08
C -0.0773 10.4001 -3.4179 -0.114 0.268 0.488 -0.32
O -0.0197 9.1925 -3.5623 0.058 0.326 0.148 0.01
N -0.3254 11.0395 -2.2416 0.187 -0.120 -0.822 -0.20
C -0.3790 12.4837 -2.1484 -0.025 -0.229 0.143 -0.06
C -0.5431 10.2488 -1.0437 -0.028 -0.261 -0.171 -0.04
H 0.0730 11.0916 -4.2628 -0.009 0.087 0.035 0.13
H 0.3836 12.8239 -1.4431 -0.088 0.178 -0.045 0.09
H -1.3675 12.7813 -1.7894 0.092 0.181 -0.012 0.09
H -0.1980 12.9452 -3.1206 -0.010 -0.115 0.064 0.08
H 0.3394 9.6335 -0.8553 -0.171 -0.041 0.116 0.09
H -1.4007 9.5905 -1.1989 0.151 -0.084 0.188 0.10
H -0.7284 10.8967 -0.1862 0.041 0.021 -0.163 0.09


# 2
82
Properties=species:S:1:pos:R:3:forces:R:3:mulliken_spin:R:1 method="wB97M-V/def2-TZVPD" spin_multiplicity=3 homo_lumo_gap_ev="6.800 / 3.701" homo_energy_ev="-12.300 / -12.678" total_charge=+2 de_lowest_ev=0.000 s_squared=2.01 lumo_energy_ev="-5.50 / -8.98"
C -0.8069 7.1271 -3.9668 -0.056 0.068 -0.517 0.00
C -1.0014 5.7588 -4.2343 -0.016 0.486 -0.459 0.00
C -1.2930 5.3902 -5.5606 0.005 0.500 -0.148 0.00
C -1.3740 6.3914 -6.5428 0.120 -0.305 0.731 0.00
N -1.1834 7.6833 -6.2771 -0.037 0.017 -0.052 0.00
C -0.9100 8.0465 -5.0250 0.000 -0.676 0.370 0.00
C -0.9003 4.7702 -3.1933 0.074 -1.002 1.017 0.03
C -0.8186 3.9246 -2.3164 -0.369 2.074 -2.195 -0.01
C -0.7038 2.9533 -1.3153 0.039 -0.427 0.428 0.04
C 0.4220 3.0475 -0.4650 -0.011 -0.268 0.316 -0.04
C 0.6015 2.0595 0.5006 -1.180 -0.494 -1.189 -0.04
C -0.3795 1.0096 0.5072 0.337 0.202 0.768 -0.08
C -1.5504 0.9520 -0.2554 1.100 0.913 -0.379 0.08
C -1.6932 1.9418 -1.2146 0.173 0.181 -0.123 -0.02
Ti 0.1737 0.0711 2.1212 -0.883 0.959 1.591 1.05
P 1.9530 -1.1868 1.2942 1.199 -0.763 -0.782 -0.08
H -1.4527 4.3555 -5.8437 0.029 0.086 0.147 0.00
H -0.5755 7.4882 -2.9709 -0.045 -0.153 -0.066 0.00
H -1.6004 6.1309 -7.5780 0.067 0.069 0.266 0.00
H -0.7641 9.1135 -4.8454 -0.035 -0.302 -0.040 0.00
H -2.5484 1.9486 -1.9007 0.390 0.203 0.269 0.00
H 1.1396 3.8731 -0.5787 -0.500 -0.402 -0.060 0.00
H -2.2764 0.1560 -0.0926 0.174 0.273 -0.089 0.00
H 1.5129 2.0932 1.1401 -0.682 -0.200 -0.344 -0.02
C 2.3041 -2.8269 1.9798 0.006 -0.529 0.292 0.01
C 3.1768 -3.7597 1.1338 0.252 -0.177 0.250 0.00
H 1.3310 -3.3117 2.1831 0.320 0.260 -0.076 0.01
H 2.7648 -2.6739 2.9703 -0.152 0.031 -0.255 0.01
H 3.3695 -4.6602 1.7274 0.018 0.089 -0.227 0.00
H 2.6860 -4.0726 0.2106 0.018 0.021 0.086 0.00
H 4.1467 -3.3190 0.8777 -0.298 -0.140 0.049 0.00
C 1.7077 -1.3955 -0.5133 -0.325 -0.267 -0.278 0.02
C 2.6901 -0.6820 -1.4389 0.175 -0.012 -0.331 0.00
H 0.6846 -1.0555 -0.7365 0.292 -0.056 0.098 0.00
H 1.7220 -2.4771 -0.7064 0.086 0.242 -0.003 0.00
H 2.4028 -0.9046 -2.4750 0.136 0.120 0.201 0.00
H 2.6786 0.4110 -1.3297 -0.078 -0.301 0.051 0.00
H 3.7200 -1.0370 -1.3049 -0.285 0.116 -0.020 0.00
C 3.4253 -0.1365 1.5440 0.411 0.060 0.015 0.02
C 4.7759 -0.8494 1.4611 0.498 0.246 0.040 0.00
H 3.3340 0.3343 2.5367 0.016 -0.130 -0.162 0.00
H 3.3927 0.6813 0.8113 -0.111 -0.189 0.126 0.00
H 5.5607 -0.0993 1.6252 -0.088 -0.270 -0.026 0.00
H 4.8867 -1.6171 2.2349 -0.041 0.156 -0.177 0.00
H 4.9642 -1.3041 0.4793 -0.139 0.148 0.313 0.00
Br -1.7633 -1.2164 2.3517 -0.627 -0.781 0.260 0.02
P -2.6966 -3.5224 -1.9009 1.400 2.380 1.412 0.67
C -0.8758 -3.6761 -1.8474 0.138 -0.641 -0.829 0.05
C -0.4318 -5.1331 -2.0613 0.270 -0.269 0.074 0.02
H -0.5391 -3.2897 -0.8685 -0.322 -0.014 -0.366 0.04
H -0.4779 -3.0382 -2.6581 -0.182 -0.210 0.368 0.00
H 0.6328 -5.1651 -2.3192 -0.227 -0.050 0.100 0.00
H -0.5808 -5.7384 -1.1581 0.008 0.143 -0.210 0.00
H -0.9869 -5.6130 -2.8787 0.226 0.163 0.171 0.00
C -3.1870 -3.3659 -0.1520 -0.560 -1.041 0.214 0.06
C -4.6134 -3.8920 0.0787 -0.381 0.162 0.053 0.01
H -3.1206 -2.2934 0.0897 0.164 -0.257 -0.177 0.04
H -2.4669 -3.9195 0.4799 -0.226 0.252 -0.432 0.00
H -4.7939 -4.0453 1.1463 0.009 0.079 -0.195 0.00
H -5.3541 -3.1685 -0.2906 0.146 -0.247 0.110 0.00
H -4.7915 -4.8444 -0.4365 0.083 0.188 0.220 0.00
C -2.9798 -1.8515 -2.6238 -0.946 -0.367 -0.577 0.07
C -3.2274 -1.9312 -4.1395 0.054 0.097 -0.288 0.01
H -2.0999 -1.2251 -2.3965 -0.209 -0.367 0.163 0.04
H -3.8687 -1.4283 -2.1226 0.368 -0.199 -0.106 -0.01
H -3.6652 -0.9930 -4.4924 0.120 -0.157 0.021 0.00
H -2.2948 -2.0943 -4.6935 -0.198 0.004 0.124 0.00
H -3.9204 -2.7423 -4.4004 0.126 0.278 0.085 0.00
N 0.6379 1.5161 3.6241 -0.280 0.740 -0.153 0.01
C 0.5946 1.1332 5.0253 0.416 0.054 -0.020 -0.01
C 1.8056 0.9448 5.6792 -0.151 -0.327 0.638 0.00
C 1.7725 0.5874 7.0363 -0.221 0.084 -0.397 0.00
C 0.5462 0.4464 7.6959 -0.148 0.098 -0.296 0.00
C -0.6577 0.6500 7.0058 0.548 0.131 -0.570 0.00
C -0.6336 0.9981 5.6405 -0.289 -0.347 0.752 0.00
H 1.5547 1.9088 3.4143 -0.017 0.174 0.132 0.00
H -0.0289 2.2890 3.4663 0.332 -0.278 0.024 0.00
H 2.7543 1.0698 5.1411 -0.352 -0.010 0.316 0.00
H 2.7028 0.4290 7.5720 -0.131 0.036 -0.047 0.00
H 0.5257 0.1835 8.7544 0.013 0.078 -0.342 0.00
H -1.6068 0.5470 7.5155 0.054 -0.008 -0.013 0.00
H -1.5594 1.1406 5.0661 0.386 -0.025 0.358 0.00